# C6H10N3

An isolated ion of composition C6H10N3 and charge +1 (the ωB97M-V functional and the def2-TZVPD basis, the OMol25 dataset).

Element x y z (Å)
N (0.58456, 1.55837, 2.08249)
N (-0.40233, -1.40604, -1.20667)
N (-0.32307, -0.52079, -0.25519)
C (0.40683, -0.68984, 0.80768)
C (0.53084, -2.28992, -1.45985)
C (0.30914, 2.64163, 1.44067)
C (0.27220, 3.79747, 0.85599)
C (0.79921, 0.17448, 1.81628)
C (-1.61885, -1.40447, -2.00443)
H (-2.18954, -0.35009, -1.99571)
H (0.75761, -1.64848, 0.99753)
H (-1.43561, -1.76112, -3.13506)
H (1.17028, 4.03835, 0.53677)
H (1.29301, -0.32129, 2.54826)
H (-2.33230, -2.17112, -1.76555)
H (1.50144, -2.40938, -0.97530)
H (-0.68924, 4.23421, 0.81845)
H (0.52156, -3.03743, -2.15963)
H (0.84428, 1.56545, 3.05330)

## Properties
Relative energy (zero: lowest compared OMol25 entry of this formula, charge and spin) ... 639.8 kJ/mol
Total charge ... +1
Calculated total energy ... -10841.63146 eV